--- a ---
ORCA calculation (the ωB97M-V functional and the def2-TZVPD basis) on a 2-piece molecular cluster, C4H14N3 overall.

Charge: +1
Orbital gap: 11.29 eV

Element x y z (Å)
N  -1.97  2.60  -0.62
C  -2.52  1.37  -0.05
N  -1.81  0.33  0.11
H  -1.85  3.25  0.20
H  -2.79  3.03  -1.07
H  -3.65  1.42  0.08
H  -2.33  -0.51  0.34
C  0.65  -1.89  -0.72
C  1.43  -1.28  0.48
C  2.94  -1.27  0.25
N  0.99  0.14  0.54
H  -0.42  -1.96  -0.52
H  0.85  -1.24  -1.60
H  1.02  -2.89  -1.02
H  1.12  -1.70  1.42
H  3.17  -0.76  -0.67
H  3.35  -2.30  0.16
H  3.45  -0.78  1.10
H  -0.04  0.23  0.37
H  1.17  0.58  1.42
H  1.44  0.67  -0.21

natural (NBO) atomic charge list, values in e, 5 entries:
1. N -0.84
2. C 0.33
3. N -0.73
4. H 0.38
5. H 0.38


--- b ---
ORCA calculation (the ωB97M-V functional and the def2-TZVPD basis) on an isolated ion of composition C4H14N3 and charge +1.

SMILES: NCC[C@H]([NH3+])CN
Charge: +1
Orbital gap: 11.12 eV

Element x y z (Å)
N  -1.00  0.53  0.41
C  0.23  0.30  -0.41
C  0.96  -0.93  0.09
C  0.70  -1.23  1.60
N  0.56  -0.04  2.44
C  -0.29  0.06  -1.84
N  -1.02  1.20  -2.42
H  -1.55  1.26  -0.05
H  -0.73  0.74  1.40
H  -1.57  -0.32  0.45
H  0.89  1.16  -0.35
H  0.72  -1.85  -0.45
H  2.05  -0.97  -0.04
H  -0.20  -1.84  1.65
H  1.53  -1.87  1.93
H  0.37  -0.18  3.43
H  1.46  0.46  2.41
H  -1.01  -0.76  -1.82
H  0.57  -0.30  -2.40
H  -1.50  0.83  -3.22
H  -0.31  1.86  -2.72

natural (NBO) atomic charge list, values in e, 5 entries:
1. N -0.71
2. C -0.07
3. C -0.45
4. C -0.23
5. N -0.88


--- c ---
ORCA calculation (the ωB97M-V functional and the def2-TZVPD basis) on an isolated ion of composition C4H14N3 and charge +1.

SMILES: NCC[NH2+]CCN
Charge: +1
Orbital gap: 11.43 eV

Element x y z (Å)
N  1.07  -2.46  1.27
C  1.31  -1.97  -0.17
C  1.27  -0.44  -0.05
N  -0.18  -0.20  0.15
C  -0.70  1.16  0.70
C  -1.73  1.67  -0.29
N  -1.04  1.78  -1.52
H  0.99  -3.47  1.20
H  -0.72  -0.84  0.64
H  1.96  -2.28  1.78
H  0.54  -2.24  -0.95
H  2.33  -2.11  -0.51
H  1.49  0.13  -0.99
H  1.77  0.14  0.84
H  -0.60  -0.24  -0.75
H  -1.22  1.03  1.60
H  0.09  1.85  0.91
H  -1.94  2.60  0.25
H  -2.57  1.01  -0.39
H  -1.70  2.23  -2.13
H  -0.40  2.65  -1.59

natural (NBO) atomic charge list, values in e, 5 entries:
1. N -0.85
2. C -0.26
3. C -0.22
4. N -0.51
5. C -0.21


b is the most stable structure; the next one sits 0.0084 hartree above it.


--- a ---
ORCA calculation (the ωB97M-V functional and the def2-TZVPD basis) on a 2-piece molecular cluster, C4H14N3 overall.

Charge: +1
Orbital gap: 11.36 eV

Element x y z (Å)
C  1.08  2.96  -0.16
C  0.37  2.44  1.09
H  1.84  3.65  0.23
H  1.59  2.10  -0.62
H  0.43  3.37  -0.93
H  0.96  1.75  1.74
H  -0.64  2.04  0.96
H  0.35  3.28  1.80
C  0.21  -2.79  0.78
C  -0.92  -1.30  -0.73
N  -0.75  -1.71  0.53
N  -1.58  -0.13  -0.92
N  -0.45  -1.93  -1.80
H  -0.90  -1.16  1.36
H  -1.44  0.52  -0.16
H  -1.74  0.26  -1.84
H  0.02  -2.80  -1.59
H  0.03  -1.36  -2.48
H  0.08  -3.25  1.76
H  1.24  -2.36  0.93
H  0.22  -3.59  0.06

natural (NBO) atomic charge list, values in e, 5 entries:
1. C -0.62
2. C -0.62
3. H 0.23
4. H 0.19
5. H 0.22


--- b ---
ORCA calculation (the ωB97M-V functional and the def2-TZVPD basis) on a 2-piece molecular cluster, C4H14N3 overall.

Charge: +1
Orbital gap: 11.47 eV

Element x y z (Å)
C  1.84  -1.89  1.24
C  1.17  -0.68  1.90
H  1.56  -2.82  1.72
H  1.50  -1.98  0.21
H  2.92  -1.79  1.27
H  0.15  -0.83  2.26
H  1.05  0.14  1.18
H  1.77  -0.31  2.72
C  -2.62  0.39  -0.63
C  -0.25  0.87  -1.07
N  -1.28  0.02  -1.06
N  -0.16  1.83  -0.15
N  0.79  0.64  -1.87
H  -1.28  -0.66  -1.81
H  -1.00  2.00  0.38
H  0.52  2.56  -0.27
H  0.86  -0.09  -2.56
H  1.56  1.29  -1.84
H  -3.20  -0.52  -0.54
H  -3.15  0.94  -1.41
H  -2.74  0.88  0.32

natural (NBO) atomic charge list, values in e, 5 entries:
1. C -0.61
2. C -0.61
3. H 0.22
4. H 0.18
5. H 0.22


b is the most stable structure; the next one sits 0.0180 hartree above it.


--- a ---
ORCA calculation (the ωB97M-V functional and the def2-TZVPD basis) on a 2-piece molecular cluster, C4H14N3 overall.

Charge: +1
Orbital gap: 9.74 eV

Element x y z (Å)
C  2.18  -1.61  -0.27
N  1.69  -0.80  0.85
C  0.48  -0.87  1.31
N  -0.07  -0.06  2.19
H  3.21  -1.90  -0.03
H  2.20  -1.02  -1.18
H  1.58  -2.50  -0.39
H  2.30  -0.05  1.15
H  -0.19  -1.61  0.88
H  0.39  0.80  2.45
H  -1.07  -0.06  2.27
C  -2.31  0.29  -1.64
C  -0.90  0.87  -1.55
N  -0.85  1.96  -0.54
H  -2.96  0.92  -2.25
H  -2.24  -0.66  -2.18
H  -2.77  0.14  -0.67
H  -0.24  0.06  -1.22
H  -0.53  1.17  -2.53
H  -0.15  2.64  -0.83
H  -1.71  2.48  -0.67

natural (NBO) atomic charge list, values in e, 5 entries:
1. C -0.42
2. N -0.50
3. C 0.41
4. N -0.70
5. H 0.24


--- b ---
ORCA calculation (the ωB97M-V functional and the def2-TZVPD basis) on a 2-piece molecular cluster, C4H14N3 overall.

Charge: +1
Orbital gap: 8.58 eV

Element x y z (Å)
N  1.65  -1.25  -0.12
C  2.15  -1.63  -1.25
N  1.53  -1.64  -2.43
H  0.71  -0.76  -0.08
H  2.31  -1.25  0.70
H  3.18  -1.92  -1.25
H  2.00  -2.17  -3.16
H  0.63  -1.26  -2.68
C  -0.78  1.71  2.52
C  -1.04  0.70  1.38
N  -1.02  1.26  0.04
C  -1.52  0.35  -0.97
H  -1.07  1.23  3.46
H  -1.52  2.55  2.27
H  0.26  2.09  2.51
H  -2.04  0.24  1.56
H  -0.32  -0.11  1.53
H  -0.08  1.53  -0.23
H  -1.32  0.78  -1.97
H  -1.08  -0.67  -0.95
H  -2.64  0.21  -0.87

natural (NBO) atomic charge list, values in e, 5 entries:
1. N -0.71
2. C 0.40
3. N -0.72
4. H 0.45
5. H 0.45


a is the most stable structure; the next one sits 0.0262 hartree above it.


--- a ---
ORCA calculation (the ωB97M-V functional and the def2-TZVPD basis) on the molecule CH5BS.

SMILES: CBS
Orbital gap: 11.15 eV

Element x y z (Å)
B  0.28  -0.56  0.01
C  -0.99  0.56  -0.05
S  1.90  0.08  -0.05
H  -0.16  -1.78  0.10
H  -1.62  0.50  0.95
H  -1.65  0.50  -0.91
H  -0.62  1.60  -0.04
H  2.85  -0.90  -0.01

natural (NBO) atomic charge list, values in e, 5 entries:
1. B 0.26
2. C -0.94
3. S -0.14
4. H -0.03
5. H 0.24


--- b ---
ORCA calculation (the ωB97M-V functional and the def2-TZVPD basis) on the molecule CH5BS.

Orbital gap: 8.01 eV

Element x y z (Å)
B  0.17  -0.79  -0.82
C  0.02  0.81  1.22
S  -1.01  -0.66  0.65
H  -0.03  -0.07  -1.73
H  1.26  -1.30  -0.70
H  0.17  1.35  0.37
H  0.83  0.31  1.55
H  -1.95  0.07  0.06

natural (NBO) atomic charge list, values in e, 5 entries:
1. B 0.04
2. C -0.73
3. S 0.30
4. H -0.05
5. H -0.03


a is the most stable structure; the next one sits 0.1339 hartree above it.


--- a ---
ORCA calculation (the ωB97M-V functional and the def2-TZVPD basis) on a 2-piece molecular cluster, CH5BS overall.

Orbital gap: 8.77 eV

Element x y z (Å)
B  -0.58  0.85  -0.04
C  1.48  -0.67  0.00
S  -1.84  -0.35  -0.14
H  -0.97  1.87  0.17
H  1.98  -0.32  0.80
H  2.02  -0.52  -0.85
H  0.69  -1.45  0.01
H  -2.78  0.58  0.04

natural (NBO) atomic charge list, values in e, 5 entries:
1. B 0.24
2. C -0.66
3. S -0.16
4. H -0.11
5. H 0.18


--- b ---
ORCA calculation (the ωB97M-V functional and the def2-TZVPD basis) on a 2-piece molecular cluster, CH5BS overall.

Orbital gap (spin up / spin down): 10.15 / 7.10 eV

Element x y z (Å)
B  0.10  -0.47  -0.38
C  -1.08  0.22  0.25
S  0.34  -2.24  -0.74
H  1.58  1.30  -2.20
H  -0.84  1.26  0.22
H  -1.48  0.01  1.30
H  -2.00  0.12  -0.49
H  1.51  -2.62  -1.33

natural (NBO) atomic charge list, values in e, 5 entries:
1. B 0.49
2. C -1.14
3. S -0.26
4. H -0.07
5. H 0.26


a is the most stable structure; the next one sits 0.0387 hartree above it.


--- a ---
ORCA calculation (the ωB97M-V functional and the def2-TZVPD basis) on a 2-piece molecular cluster, C6H13N4 overall.

Charge: +1
Orbital gap: 9.82 eV

Element x y z (Å)
C  -1.25  2.57  -1.76
C  -0.40  1.49  -1.89
C  0.86  -2.62  1.73
C  -0.42  -0.80  2.56
C  1.44  -0.21  1.04
C  0.40  -1.25  1.27
N  -1.92  2.67  -2.87
N  -0.57  0.96  -3.03
N  -1.49  1.75  -3.69
N  1.22  0.75  0.25
H  -1.43  3.23  -1.00
H  0.08  -3.47  1.80
H  1.41  -2.44  2.63
H  1.62  -2.86  1.05
H  -1.32  -1.22  2.49
H  0.13  -1.09  3.47
H  -0.58  0.21  2.80
H  2.40  -0.36  1.71
H  -0.49  -1.25  0.50
H  -1.80  1.64  -4.66
H  2.08  1.28  0.23
H  -0.28  0.10  -3.46
H  0.30  0.94  -1.15

natural (NBO) atomic charge list, values in e, 5 entries:
1. C -0.07
2. C 0.02
3. C -0.61
4. C -0.58
5. C 0.22


--- b ---
ORCA calculation (the ωB97M-V functional and the def2-TZVPD basis) on C6H13N4 as an isolated structure.

Charge: +1
Orbital gap: 9.55 eV

Element x y z (Å)
C  2.25  -0.94  0.00
C  2.40  0.41  -0.15
C  0.27  -0.07  0.14
C  0.36  -2.52  0.37
C  -2.00  0.26  -1.20
C  -1.78  1.48  0.87
N  0.91  -1.21  0.17
N  1.13  0.94  -0.07
N  3.49  1.19  -0.31
N  -1.58  0.25  0.17
H  3.00  -1.71  0.02
H  -0.72  -2.45  0.43
H  0.65  -3.17  -0.45
H  0.75  -2.94  1.30
H  -1.70  1.15  -1.76
H  -1.64  -0.63  -1.71
H  -3.09  0.22  -1.18
H  -1.50  2.38  0.31
H  -2.86  1.53  1.07
H  -1.28  1.45  1.84
H  0.89  1.92  -0.11
H  4.38  0.75  -0.51
H  3.39  2.14  -0.62

natural (NBO) atomic charge list, values in e, 5 entries:
1. C -0.17
2. C 0.35
3. C 0.55
4. C -0.41
5. C -0.44


b is the most stable structure; the next one sits 0.0769 hartree above it.